1.
This record from the Open Molecules 2025 dataset describes C10H30OP2SeSiSn as an isolated structure at a distorted geometry. The level of theory is the ωB97M-V functional and the def2-TZVPD basis.

Results
HOMO energy = -4.2 eV
energy relative to the best compared isomer or geometry (same formula, charge and spin) = 0.0 kcal/mol
E = -110534.5941 eV

Element x y z (Å)
Sn 0.36004 -0.02156 0.18974
Si -0.15065 -2.62001 0.06440
P 2.89164 -0.25778 0.82981
P -2.99338 0.29949 1.48370
H 1.06799 0.86700 -1.49866
C 3.77455 1.30527 1.10403
H 4.86051 1.14220 1.02694
H 3.53238 1.69916 2.10153
H 3.46776 2.04589 0.35167
C 3.74768 -1.08108 -0.55355
H 4.82877 -1.08976 -0.35380
H 3.55894 -0.53731 -1.48856
H 3.39151 -2.11423 -0.67100
C 3.26206 -1.30123 2.27483
H 4.34693 -1.48248 2.32710
H 2.73528 -2.26100 2.19926
H 2.93723 -0.78951 3.19148
C -3.45113 2.03057 1.43980
H -4.53636 2.07546 1.26017
H -2.90084 2.52995 0.63011
H -3.20819 2.50550 2.40017
C -3.14687 -0.35717 -0.17788
H -4.19920 -0.20530 -0.47350
H -2.91616 -1.43174 -0.20776
H -2.49604 0.19295 -0.87203
C -4.03347 -0.64506 2.59662
H -5.07897 -0.42938 2.33872
H -3.83511 -0.35379 3.63591
H -3.82756 -1.71709 2.47225
C -0.35960 -3.10524 -1.74970
H 0.35854 -2.58435 -2.39837
H -1.38042 -2.90036 -2.09970
H -0.17475 -4.18771 -1.82325
H 0.96865 -3.44412 0.62987
H -1.43459 -2.97356 0.74913
C 0.19067 1.68920 -1.77479
O -0.64403 1.61399 -0.64719
C 0.85204 3.04823 -1.90766
H 1.20022 3.18183 -2.93896
H 1.72104 3.14830 -1.24322
H 0.14022 3.85028 -1.66945
C -0.48735 1.19620 -3.03596
H -1.45707 1.69800 -3.17857
H -0.65561 0.10653 -3.02201
H 0.14166 1.41473 -3.90590
Se -0.96893 0.25009 2.39422

Results of the Mulliken charge analysis, in e, for atoms 1 through 4:
1. Sn 0.194
2. Si 0.685
3. P 0.656
4. P 0.913



2.
This record from the Open Molecules 2025 dataset describes a 6-piece molecular cluster, C10H32N8O6 overall at a distorted geometry. The level of theory is the ωB97M-V functional and the def2-TZVPD basis.

Results
HOMO energy = -8.4 eV
energy relative to the best compared isomer or geometry (same formula, charge and spin) = 97.9 kcal/mol
E = -35090.2993 eV
structure (SMILES) = NC(N)=O.NC(N)=O.NC(N)=O.NC(N)=O.CC(C)O.CC(C)O

Element x y z (Å)
C 27.34350 -5.28180 23.92232
O 26.89617 -5.97471 25.09929
N 27.08331 -5.41955 22.71917
N 28.16663 -4.31835 23.96786
H 26.40724 -6.19746 22.46254
H 27.46621 -4.88073 21.95855
H 28.53169 -3.98683 24.85516
H 28.60250 -4.01902 23.06291
C 25.49963 -3.99649 20.53749
O 24.78180 -4.94909 21.16640
N 26.02519 -4.18768 19.40524
N 25.95183 -2.87768 21.00652
H 25.97191 -5.05012 18.91739
H 26.23706 -3.43343 18.75655
H 25.77271 -2.65097 21.96873
H 26.23931 -2.23490 20.23407
C 29.33924 -3.78180 20.89278
O 30.61364 -3.68667 21.18970
N 28.64830 -4.65366 20.21131
N 28.50927 -2.92521 21.47577
H 29.09679 -5.44383 19.78290
H 27.62870 -4.40645 20.00907
H 28.81788 -2.16565 22.21588
H 27.44721 -2.96675 21.20399
C 26.80613 -1.18684 23.67872
O 28.13074 -1.19323 23.74020
N 26.05379 -0.13234 23.56412
N 26.16139 -2.27605 23.60276
H 26.68629 0.67518 23.56710
H 25.05968 -0.07800 23.62639
H 26.73728 -3.09639 23.66959
H 25.15312 -2.40553 23.61703
C 26.39388 -7.65084 20.38365
C 25.99857 -8.33863 21.61654
C 27.28903 -8.82478 22.33363
O 25.38958 -7.56208 22.34605
H 27.23444 -6.99743 20.50917
H 25.55834 -7.10738 20.02312
H 26.61461 -8.51641 19.76542
H 25.36527 -9.18603 21.30113
H 27.93810 -8.00512 22.55992
H 27.86300 -9.56023 21.76871
H 27.00881 -9.32086 23.28976
H 24.47105 -7.62887 22.23432
C 22.46136 -6.28390 26.41514
C 23.82831 -6.66899 25.81585
C 23.84983 -8.16023 25.40045
O 24.18919 -6.02698 24.80984
H 22.35115 -5.21767 26.71871
H 22.27680 -6.96570 27.24177
H 21.73747 -6.57065 25.67741
H 24.60538 -6.57630 26.54714
H 24.89414 -8.53168 25.33257
H 23.53568 -8.46416 24.42798
H 23.25876 -8.82479 26.05689
H 25.17431 -6.05645 24.80559

Results of the Mulliken charge analysis, in e, for atoms 1 through 4:
1. C 0.665
2. O -0.865
3. N 0.459
4. N -0.219



3.
This record from the Open Molecules 2025 dataset describes a 8-piece molecular cluster, C10H32O10 overall at a distorted geometry. The level of theory is the ωB97M-V functional and the def2-TZVPD basis.

Results
HOMO energy = -1.0 eV
energy relative to the best compared isomer or geometry (same formula, charge and spin) = 0.0 kcal/mol
E = -31362.2898 eV
charge = -2

Element x y z (Å)
C -0.27984 -0.44112 -0.05207
O 0.28634 -1.45551 -0.52430
O 0.02082 0.71627 -0.38683
O -1.14007 -0.67034 0.73941
C -6.23317 -0.60461 0.98388
C -4.73932 -1.06166 0.89258
O -3.85987 -0.07577 0.55745
H -6.39820 0.33869 1.50451
H -6.90358 -1.31772 1.46359
H -6.62014 -0.50412 -0.03015
H -4.66172 -1.88388 0.18122
H -4.45198 -1.45094 1.86930
H -3.01947 -0.45808 0.82046
C 4.29041 2.73503 -0.55633
C 3.44800 2.08777 0.58887
O 2.14313 2.58639 0.52489
H 4.19681 3.81590 -0.66154
H 3.82952 2.35104 -1.46640
H 5.36535 2.57553 -0.47167
H 3.90898 2.40087 1.52566
H 3.36141 1.00432 0.50688
H 1.65348 1.94687 0.00253
C -1.63750 2.96344 -2.51841
O -0.61340 3.12117 -1.61350
H -2.24487 3.86417 -2.60731
H -1.34020 2.80555 -3.55513
H -2.22637 2.10278 -2.20127
H -0.38669 2.29878 -1.17319
C -1.15002 -3.92424 2.22262
O -0.88985 -3.63677 0.86936
H -1.35463 -2.96113 2.69023
H -2.10963 -4.42776 2.33980
H -0.50707 -4.59596 2.79140
H -0.81193 -2.68392 0.78220
C 0.97357 0.17845 3.37130
O -0.43240 0.31540 3.13318
H 1.65072 0.93917 2.98286
H 1.08762 0.17219 4.45530
H 1.39952 -0.79253 3.11859
H -0.70512 -0.12228 2.32346
C 3.49390 -1.44996 -1.20970
O 2.75693 -1.96449 -0.11789
H 4.36086 -2.10143 -1.09990
H 3.11315 -1.63039 -2.21498
H 3.95355 -0.48465 -0.99758
H 1.84119 -1.79301 -0.34946
C 1.40641 0.45263 -3.42951
O 0.74878 -0.76973 -3.14379
H 1.67366 0.42582 -4.48590
H 0.68394 1.25723 -3.29256
H 2.32390 0.69100 -2.89148
H 0.74524 -0.88432 -2.19066

Results of the Mulliken charge analysis, in e, for atoms 1 through 4:
1. C 0.775
2. O -1.304
3. O -0.660
4. O -0.795